# 1
The following is a DFT calculation (ωB97M-V with the def2-TZVPD basis set) of the molecule C3H10N3P in a non-equilibrium geometry.

Geometry as XYZ:
```
17
Properties=species:S:1:pos:R:3:forces:R:3:lowdin_charge:R:1
P -0.213 -1.349 -0.279 1.614 1.182 -3.445 0.681
N -0.909 -0.916 0.988 -1.302 0.768 3.164 -0.307
N 1.099 -2.443 -0.603 -0.960 2.555 3.074 -0.120
N -0.467 0.241 1.744 1.310 0.505 -3.100 -0.144
C 0.423 0.232 -1.129 0.732 0.271 -0.570 -0.260
C -0.730 1.509 0.962 -0.046 -0.570 1.926 -0.262
C 0.296 1.531 -0.146 0.805 0.185 -0.918 -0.245
H -0.869 0.213 2.623 -1.289 -0.030 1.710 0.050
H 1.148 -3.277 -0.100 -0.100 -1.408 1.227 0.010
H 0.246 2.453 -0.781 -0.312 -0.790 0.400 0.103
H -1.786 1.673 0.739 -0.113 -0.458 -0.527 0.097
H 1.169 1.732 0.520 0.210 -0.873 -1.228 0.102
H -1.319 -1.783 -1.079 0.780 -0.236 0.188 0.024
H 1.542 0.172 -1.540 -2.522 -0.061 0.956 0.102
H -0.278 0.308 -2.044 1.107 0.326 1.354 0.073
H -0.470 2.359 1.650 -0.161 -0.711 -0.464 0.116
H 1.117 -2.655 -1.525 0.246 -0.655 -3.746 -0.020
```
Forces are in eV/Å.

The value obtained for the LUMO energy is 1.03 eV. For the HOMO-LUMO gap, the calculation gives 8.584 eV. The calculation puts the largest force on an atom at 4.1 eV/A. The value obtained for the energy above the lowest of the compared OMol25 structures with the same formula, charge and spin is 5.2 kcal/mol.

=====

# 2
The following is a DFT calculation (ωB97M-V with the def2-TZVPD basis set) of the ion C3H10N3S with charge +1.

Geometry as XYZ:
```
17
Properties=species:S:1:pos:R:3:forces:R:3:lowdin_charge:R:1
S 1.744 1.093 0.291 0.353 -0.074 0.199 0.966
N -1.301 1.209 0.386 0.261 -0.117 -0.350 0.034
N -1.918 -0.037 0.170 -0.428 0.027 0.242 -0.049
N -0.029 -0.363 -1.172 0.197 0.166 -0.459 -0.022
C 2.191 -0.571 0.864 -0.089 0.272 0.024 -0.338
C 0.461 0.845 -0.818 -0.140 -0.250 0.234 -0.461
C -0.884 -0.994 -0.167 -0.018 0.034 0.302 -0.177
H 1.999 -1.286 0.071 0.015 -0.100 -0.046 0.048
H -0.308 -1.203 0.735 -0.005 -0.056 -0.168 0.110
H -0.435 -0.399 -2.101 -0.009 0.130 0.124 0.151
H 3.258 -0.528 1.066 0.036 0.018 -0.018 0.049
H -1.896 2.000 0.157 -0.119 -0.174 0.061 0.139
H -2.636 0.030 -0.546 0.145 0.105 0.105 0.138
H -1.321 -1.914 -0.547 0.031 0.060 0.019 0.145
H 1.670 -0.826 1.782 -0.042 -0.063 -0.006 0.043
H -0.982 1.281 1.353 -0.118 0.053 -0.140 0.124
H 0.387 1.664 -1.523 -0.071 -0.032 -0.123 0.100
```
Forces are in eV/Å.

The value obtained for the LUMO energy is -3.71 eV. For the HOMO-LUMO gap, the calculation gives 9.494 eV. The calculation puts the largest force on an atom at 0.5 eV/A. The value obtained for the energy above the lowest of the compared OMol25 structures with the same formula, charge and spin is 49.8 kcal/mol. As for the net charge: +1.

=====

# 3
The following is a DFT calculation (ωB97M-V with the def2-TZVPD basis set) of the ion C3H10N3S with charge +1 in a non-equilibrium geometry.

Geometry as XYZ:
```
17
Properties=species:S:1:pos:R:3:forces:R:3:lowdin_charge:R:1
S -0.928 0.510 -0.076 -0.232 -1.927 -0.431 1.088
N -2.377 1.165 0.713 2.281 -0.765 -1.150 -0.146
N 1.734 0.092 0.230 2.377 -0.013 1.424 -0.380
N 2.857 -0.286 0.760 -1.479 -0.006 0.265 0.189
C -1.744 -1.036 -0.563 -0.413 -1.071 -0.793 -0.242
C 0.547 -0.346 0.568 -3.376 1.082 0.778 -0.314
C 1.835 0.826 -0.999 0.934 -1.207 -3.635 -0.053
H 2.893 0.772 -1.299 -0.297 0.520 0.439 0.107
H 1.458 1.860 -1.085 -0.033 -0.743 0.597 0.108
H -2.668 -1.208 0.006 0.165 0.363 -0.273 0.056
H -1.997 1.809 1.359 -0.276 1.202 1.121 0.034
H -2.976 0.472 1.128 0.062 -0.358 0.546 0.050
H 2.645 -0.836 1.644 0.138 0.731 -1.212 0.115
H -1.111 -1.942 -0.362 -0.275 1.231 -0.360 0.082
H -1.984 -0.958 -1.648 0.132 -0.179 0.832 0.078
H 0.446 -0.988 1.400 -0.087 -0.637 0.754 0.088
H 1.371 0.093 -1.776 0.377 1.777 1.097 0.140
```
Forces are in eV/Å.

The value obtained for the LUMO energy is -5.24 eV. For the HOMO-LUMO gap, the calculation gives 7.804 eV. The calculation puts the largest force on an atom at 3.9 eV/A. The value obtained for the energy above the lowest of the compared OMol25 structures with the same formula, charge and spin is 120.7 kcal/mol. As for the net charge: +1.

=====

# 4
The following is a DFT calculation (ωB97M-V with the def2-TZVPD basis set) of the molecule C3H10N4 in a non-equilibrium geometry.

Geometry as XYZ:
```
17
Properties=species:S:1:pos:R:3:forces:R:3:lowdin_charge:R:1
N 0.899 -0.134 0.433 1.252 -1.201 -2.307 -0.248
N -0.175 0.643 0.076 -0.118 0.855 -0.101 -0.033
N 1.512 -0.555 -0.995 -0.696 0.671 1.623 0.062
N -1.460 -1.300 0.362 0.099 0.065 0.251 0.098
C -1.393 -0.015 -0.155 -0.065 -0.139 -0.476 -0.488
C -2.358 0.555 -0.885 -0.008 -0.027 0.020 0.002
C 1.912 0.684 1.074 -0.028 -0.008 -0.039 -0.106
H -2.202 1.499 -1.374 0.055 0.227 0.020 0.037
H -0.818 -1.458 1.125 -0.031 -0.054 -0.003 0.078
H -3.305 0.069 -1.030 -0.133 -0.135 0.000 0.038
H 0.827 -1.223 -1.351 0.085 0.027 0.217 0.052
H 0.078 1.293 -0.684 -0.321 -0.281 0.451 0.137
H 2.383 -1.070 -0.873 -0.185 -0.033 0.411 0.050
H 1.478 1.106 1.980 0.026 -0.029 -0.044 0.082
H -2.395 -1.633 0.532 0.017 0.037 -0.014 0.091
H 2.265 1.493 0.425 -0.020 0.039 -0.031 0.076
H 2.751 0.047 1.341 0.071 -0.014 0.022 0.074
```
Forces are in eV/Å.

The value obtained for the LUMO energy is 1.05 eV. For the HOMO-LUMO gap, the calculation gives 8.722 eV. The calculation puts the largest force on an atom at 2.9 eV/A. The value obtained for the energy above the lowest of the compared OMol25 structures with the same formula, charge and spin is 54.5 kcal/mol.

=====

# 5
The following is a DFT calculation (ωB97M-V with the def2-TZVPD basis set) of a cluster of 2 separate species, C3H10N4 in total in a non-equilibrium geometry.

Geometry as XYZ:
```
17
Properties=species:S:1:pos:R:3:forces:R:3:lowdin_charge:R:1
N -0.823 -1.758 0.773 -0.819 1.978 0.447 0.031
N -2.418 -0.343 -0.242 0.008 0.702 -0.391 0.056
N 2.192 -0.622 -0.129 0.630 -0.016 0.403 0.098
N 0.320 0.737 -0.742 1.785 -0.295 -1.328 -0.077
C -1.427 -0.599 0.676 -1.006 -3.280 1.036 -0.408
C 0.722 1.805 0.162 -0.419 -0.365 0.037 -0.164
C 1.123 -0.267 -0.886 -1.784 0.628 0.177 -0.347
H -2.659 0.639 -0.336 0.087 -0.296 -0.041 0.083
H 2.346 -1.621 -0.041 -0.004 0.315 -0.144 0.094
H -1.518 0.050 1.566 0.983 0.106 -0.607 0.117
H 0.879 -1.013 -1.654 -0.030 0.250 0.212 0.115
H -1.194 -2.393 0.061 0.356 0.229 -0.231 0.028
H 1.646 2.294 -0.160 0.077 -0.124 0.093 0.078
H -0.060 2.569 0.161 0.085 -0.089 0.092 0.064
H 0.830 1.431 1.185 0.145 0.176 0.211 0.064
H 2.297 -0.140 0.754 -0.006 -0.020 -0.120 0.080
H -2.254 -0.768 -1.147 -0.087 0.104 0.154 0.088
```
Forces are in eV/Å.

The value obtained for the LUMO energy is 1.04 eV. For the HOMO-LUMO gap, the calculation gives 9.720 eV. The calculation puts the largest force on an atom at 3.6 eV/A. The value obtained for the energy above the lowest of the compared OMol25 structures with the same formula, charge and spin is 24.3 kcal/mol.

=====

# 6
The following is a DFT calculation (ωB97M-V with the def2-TZVPD basis set) of a structure of composition C3H10N4 in a non-equilibrium geometry.

Geometry as XYZ:
```
17
Properties=species:S:1:pos:R:3:forces:R:3:lowdin_charge:R:1
N 0.428 -2.074 -0.285 0.452 -0.590 0.431 0.086
N 1.779 0.280 0.415 -0.232 -2.177 -0.907 -0.079
N -2.093 -0.670 -0.186 1.670 0.103 -0.400 0.001
N -0.425 0.064 0.245 -5.337 0.045 0.032 0.035
C 0.452 -0.719 -0.452 2.708 2.321 0.905 -0.424
C -3.084 0.052 0.056 0.382 0.886 0.336 -0.154
C 1.902 1.671 0.030 -0.308 -0.155 -0.205 -0.215
H -0.491 -2.467 -0.106 0.297 0.191 -0.030 0.079
H 1.136 2.330 0.454 -0.008 0.025 -0.073 0.058
H -0.624 -0.290 1.178 0.820 -0.065 0.108 0.084
H 2.891 2.038 0.330 -0.091 -0.050 -0.001 0.068
H -3.030 1.023 0.573 0.113 -0.076 -0.169 0.063
H 0.687 -0.349 -1.449 -0.080 0.054 0.057 0.127
H 1.035 -2.605 -0.891 -0.283 -0.011 0.003 0.090
H -4.089 -0.238 -0.276 0.199 -0.301 0.138 0.058
H 1.857 1.751 -1.059 -0.025 0.034 0.011 0.065
H 1.668 0.202 1.424 -0.277 -0.232 -0.235 0.057
```
Forces are in eV/Å.

The value obtained for the LUMO energy (spin up / spin down) is 1.12 / 1.12 eV. For the HOMO-LUMO gap (spin up / spin down), the calculation gives 8.670 / 8.674 eV. The calculation puts the largest force on an atom at 5.3 eV/A. The value obtained for the energy above the lowest of the compared OMol25 structures with the same formula, charge and spin is 110.4 kcal/mol.

=====

# 7
The following is a DFT calculation (ωB97M-V with the def2-TZVPD basis set) of the molecule C3H10N4 in a non-equilibrium geometry.

Geometry as XYZ:
```
17
Properties=species:S:1:pos:R:3:forces:R:3:lowdin_charge:R:1
N -0.847 1.849 -0.235 -1.193 -0.569 -0.042 0.092
N 1.496 1.867 1.052 0.836 0.410 0.064 0.005
N 0.255 1.314 0.964 0.204 1.516 -0.470 -0.010
N -0.592 -0.576 -0.265 -0.176 -0.036 -1.527 -0.229
C -0.816 -1.307 0.958 0.118 0.466 -0.076 -0.104
C -0.015 0.758 -0.342 0.313 -2.560 1.559 -0.513
C -0.257 -1.400 -1.405 0.105 0.204 0.208 -0.115
H -1.237 -0.640 1.709 0.311 -0.018 0.162 0.078
H -0.356 -0.812 -2.317 0.082 -0.044 -0.078 0.078
H 0.098 -1.810 1.303 -0.037 0.062 0.344 0.078
H 2.294 1.288 0.786 -0.589 0.124 -0.164 0.095
H -0.953 -2.234 -1.488 0.077 -0.076 0.042 0.079
H 1.673 2.381 1.910 -0.404 -0.345 -0.157 0.088
H -1.568 -2.080 0.791 0.020 -0.017 -0.185 0.077
H -0.851 2.393 -1.097 1.178 1.126 0.515 0.072
H 0.899 0.789 -0.985 -0.797 -0.032 -0.029 0.150
H 0.777 -1.781 -1.340 -0.049 -0.212 -0.168 0.080
```
Forces are in eV/Å.

The value obtained for the LUMO energy is 0.95 eV. For the HOMO-LUMO gap, the calculation gives 8.987 eV. The calculation puts the largest force on an atom at 3.0 eV/A. The value obtained for the energy above the lowest of the compared OMol25 structures with the same formula, charge and spin is 104.6 kcal/mol.

=====

# 8
The following is a DFT calculation (ωB97M-V with the def2-TZVPD basis set) of a cluster of 2 separate species, C3H10N4 in total in a non-equilibrium geometry.

Geometry as XYZ:
```
17
Properties=species:S:1:pos:R:3:forces:R:3:lowdin_charge:R:1
N -0.341 0.266 1.949 0.018 1.744 -0.019 0.295
N 0.827 -2.040 -1.764 -0.586 0.080 0.809 0.108
N -1.740 1.866 1.061 -0.243 -0.020 -0.300 0.268
N 1.375 -0.068 -0.552 -1.178 0.125 0.028 -0.071
C 1.427 -1.334 -0.746 0.419 0.374 0.048 -0.305
C 0.484 0.654 -1.497 0.668 -0.309 0.431 -0.144
C -1.381 1.087 2.057 0.664 -1.321 1.353 -0.186
H -0.057 -1.635 -2.050 0.182 0.057 -0.384 0.082
H 0.770 0.402 -2.519 -0.198 0.166 -0.133 0.084
H 2.075 -1.896 -0.081 -0.007 -0.224 -0.087 0.120
H -0.561 0.378 -1.315 -0.083 0.014 -0.195 0.064
H 0.578 1.725 -1.342 0.055 0.004 -0.032 0.070
H 0.058 -0.142 2.792 -0.277 -0.332 -0.159 0.162
H -2.606 2.329 1.358 0.052 0.297 -0.353 0.105
H 0.671 -3.007 -1.519 0.326 -0.209 -0.228 0.099
H -1.871 1.048 3.031 -0.189 0.108 -0.150 0.151
H 0.291 0.368 1.137 0.376 -0.553 -0.629 0.096
```
Forces are in eV/Å.

The multiplicity is 2. The value obtained for the LUMO energy (spin up / spin down) is -4.12 / -8.68 eV. For the HOMO-LUMO gap (spin up / spin down), the calculation gives 8.922 / 4.309 eV. The expectation value of S² is 0.780. The calculation puts the largest force on an atom at 2.0 eV/A. The value obtained for the energy above the lowest of the compared OMol25 structures with the same formula, charge and spin is 25.8 kcal/mol. As for the net charge: +1.

=====

# 9
The following is a DFT calculation (ωB97M-V with the def2-TZVPD basis set) of a cluster of 3 separate species, C3H10N4 in total in a non-equilibrium geometry.

Geometry as XYZ:
```
17
Properties=species:S:1:pos:R:3:forces:R:3:lowdin_charge:R:1
N -1.356 -0.989 -0.642 0.709 -0.736 -0.576 0.124
N 0.260 0.667 0.594 1.036 0.121 0.186 0.165
N -2.341 1.203 -0.372 -0.560 0.066 -0.476 0.212
N -1.581 0.184 0.015 -0.242 1.046 0.084 -0.207
C -2.015 -1.039 0.632 -0.539 -0.948 0.801 0.018
C 3.890 -0.080 -0.174 -0.891 0.262 0.382 0.360
C 1.183 0.074 0.101 0.746 0.020 -0.067 0.122
H -2.182 1.618 -1.286 0.179 -0.176 0.108 0.159
H -3.085 -1.230 0.692 0.075 0.245 -0.180 0.155
H 0.215 1.429 1.264 -0.100 0.174 0.051 0.158
H 1.192 -0.747 -0.592 -0.263 -0.430 -0.344 0.087
H 4.026 -0.480 0.821 0.035 -0.035 0.073 0.057
H -2.768 1.787 0.339 0.158 -0.230 0.121 0.160
H -1.429 -1.407 1.469 0.050 0.157 -0.109 0.139
H 4.050 0.976 -0.344 0.017 0.062 -0.049 0.058
H -1.846 -1.210 -1.508 -0.370 0.438 0.100 0.174
H 3.789 -0.756 -1.010 -0.042 -0.037 -0.106 0.057
```
Forces are in eV/Å.

The value obtained for the LUMO energy (spin up / spin down) is -11.02 / -10.07 eV. For the HOMO-LUMO gap (spin up / spin down), the calculation gives 6.129 / 7.816 eV. The calculation puts the largest force on an atom at 1.4 eV/A. The value obtained for the energy above the lowest of the compared OMol25 structures with the same formula, charge and spin is 223.4 kcal/mol. As for the net charge: +2.

=====

# 10
The following is a DFT calculation (ωB97M-V with the def2-TZVPD basis set) of a cluster of 2 separate species, C3H10N4 in total in a non-equilibrium geometry.

Geometry as XYZ:
```
17
Properties=species:S:1:pos:R:3:forces:R:3:lowdin_charge:R:1
N -9.565 2.085 0.328 -0.015 -0.058 0.619 0.261
N 4.611 0.584 0.104 0.658 0.114 0.473 0.015
N 7.025 0.179 0.010 1.353 1.239 2.316 0.002
N 4.952 0.160 -1.044 -0.803 0.410 -0.848 0.107
C 4.883 0.888 1.203 -0.261 -1.018 -2.866 0.329
C 8.300 -0.229 0.478 1.265 -1.412 -2.118 -0.069
C 6.385 -0.168 -1.042 -1.621 -1.572 -3.086 -0.300
H 8.851 -0.809 -0.411 -0.667 1.155 2.274 0.139
H 6.006 -1.261 -1.290 0.740 0.234 0.898 0.238
H 8.929 0.600 0.908 -0.852 -0.775 -0.483 0.115
H -8.596 1.790 0.000 -1.807 -0.388 -0.159 0.181
H 4.787 1.301 2.133 -0.082 0.893 2.171 0.098
H -10.445 1.907 -0.300 2.358 0.189 1.058 0.212
H -9.726 1.653 1.298 0.178 0.766 -1.643 0.188
H 6.822 -0.158 -2.118 -0.436 0.664 1.350 0.216
H -9.399 3.108 0.438 -0.771 -0.502 0.124 0.158
H 8.001 -0.933 1.279 0.763 0.062 -0.080 0.110
```
Forces are in eV/Å.

The value obtained for the LUMO energy (spin up / spin down) is -7.07 / -8.09 eV. For the HOMO-LUMO gap (spin up / spin down), the calculation gives 8.847 / 7.356 eV. The calculation puts the largest force on an atom at 3.8 eV/A. The value obtained for the energy above the lowest of the compared OMol25 structures with the same formula, charge and spin is 138.9 kcal/mol. As for the net charge: +2.